Below is CH3Br2NO2S as an isolated structure in a non-equilibrium geometry, with properties calculated with ωB97M-V with the def2-TZVPD basis set.

Geometry (Å):
Br  -1.12  -2.09  0.24
Br  -2.73  0.63  0.39
S  0.12  0.57  -0.51
O  0.29  1.94  -0.17
O  -0.36  -0.01  -1.73
N  1.61  -0.19  -0.14
C  -1.11  -0.21  0.73
H  -0.86  -0.05  1.81
H  2.41  0.32  0.25
H  1.75  -0.93  -0.87

As for the LUMO energy: 0.37 eV. Its multiplicity is 1. As for the charge: 0. As for the total energy: -157589.7184 eV. As for the HOMO energy: -10.5 eV. The relative energy (zero: lowest compared OMol25 entry of this formula, charge and spin) comes out at 0.0 kJ/mol. For the HOMO-LUMO gap, the calculation gives 0.3978 Ha.

Below is CH3Br2O2P as an isolated structure in a non-equilibrium geometry, with properties calculated with ωB97M-V with the def2-TZVPD basis set.

Geometry (Å):
Br  -0.55  -2.28  -1.45
Br  3.33  -1.09  -1.21
P  1.43  -0.11  -1.91
O  -1.57  0.19  0.89
O  1.17  0.83  -0.89
C  -1.02  1.05  1.46
H  -1.35  -1.63  -0.54
H  -1.52  1.89  2.09
H  0.09  1.15  1.57

As for the LUMO energy: -0.46 eV. Its multiplicity is 1. As for the charge: 0. As for the total energy: -154554.1168 eV. As for the HOMO energy: -9.9 eV. The relative energy (zero: lowest compared OMol25 entry of this formula, charge and spin) comes out at 174.2 kJ/mol. For the HOMO-LUMO gap, the calculation gives 0.3478 Ha.

Below is CH3Br2OP as an isolated structure in a non-equilibrium geometry, with properties calculated with ωB97M-V with the def2-TZVPD basis set.

Geometry (Å):
Br  1.50  1.43  0.17
Br  1.99  -1.64  0.32
P  -1.26  0.19  1.07
O  -0.67  -0.50  -0.24
C  1.01  -0.30  -0.53
H  1.18  -0.32  -1.65
H  -2.43  -0.26  0.46
H  -1.31  1.40  0.39

As for the LUMO energy: 0.30 eV. Its multiplicity is 1. As for the charge: 0. As for the total energy: -152504.4789 eV. As for the HOMO energy: -9.2 eV. The relative energy (zero: lowest compared OMol25 entry of this formula, charge and spin) comes out at 421.8 kJ/mol. For the HOMO-LUMO gap, the calculation gives 0.3492 Ha.

Copy entry 1 word for word.
Below is CH3Br2NO2S as an isolated structure in a non-equilibrium geometry, with properties calculated with ωB97M-V with the def2-TZVPD basis set.

Geometry (Å):
Br  -1.12  -2.09  0.24
Br  -2.73  0.63  0.39
S  0.12  0.57  -0.51
O  0.29  1.94  -0.17
O  -0.36  -0.01  -1.73
N  1.61  -0.19  -0.14
C  -1.11  -0.21  0.73
H  -0.86  -0.05  1.81
H  2.41  0.32  0.25
H  1.75  -0.93  -0.87

As for the LUMO energy: 0.37 eV. Its multiplicity is 1. As for the charge: 0. As for the total energy: -157589.7184 eV. As for the HOMO energy: -10.5 eV. The relative energy (zero: lowest compared OMol25 entry of this formula, charge and spin) comes out at 0.0 kJ/mol. For the HOMO-LUMO gap, the calculation gives 0.3978 Ha.